Record 1
C19H32F9O14S3V | wB97M-V/def2-TZVPD

Calculated values
F_max = 5.22 eV/A
Gap between HOMO and LUMO (alpha / beta) = 0.286 / 0.286 Eh
Multiplicity = 2
Total charge = -1
Lowest unoccupied orbital energy (alpha / beta) = 1.90 / 1.91 eV
Expectation value of S² = 0.770
Energy above the lowest of the compared OMol25 structures with the same formula, charge and spin = 266.6 kJ/mol
HOMO energy (alpha / beta) = -5.892 / -5.885 eV

Structure (XYZ):
```
78
Properties=species:S:1:pos:R:3:forces:R:3
V -0.123 0.006 -0.417 3.4 0.0 -0.1
S 3.105 1.846 -0.583 0.5 0.5 -3.5
S 0.757 0.361 -3.789 4.8 0.9 0.4
S 2.464 -2.281 -1.202 1.9 0.1 -4.9
F 0.422 -1.916 -5.201 -0.1 0.0 0.0
F 4.531 0.626 1.194 1.3 -1.3 0.9
F 4.583 -3.806 -0.351 -1.1 0.5 1.0
F 3.140 2.018 2.078 0.4 0.1 0.4
F 0.430 -0.134 -6.432 -0.4 -0.1 0.8
F 2.679 -4.059 0.769 0.6 -0.3 0.5
F -1.261 -0.582 -5.135 -1.9 -0.1 -0.4
F 4.977 2.784 1.164 -0.2 -0.8 0.2
F 3.904 -2.272 1.078 0.4 -0.3 0.5
O 1.465 -1.456 -0.527 -0.7 -0.1 1.5
O 2.191 0.076 -3.758 -2.7 -0.6 -0.6
O 2.893 3.284 -0.871 -0.4 -1.6 1.3
O 0.505 1.743 -4.054 -1.4 0.5 -1.2
O -2.483 0.349 -0.295 -1.4 -1.2 0.6
O -0.179 0.087 1.130 -0.5 -0.4 0.0
O 1.036 0.561 4.937 -1.0 1.8 0.3
O 0.051 -0.017 -2.536 -1.1 -0.9 0.0
O -0.608 2.153 -0.590 -0.6 -0.3 0.4
O 1.836 -3.338 -2.009 0.0 -0.2 1.7
O 1.881 1.028 -0.338 0.3 1.2 0.7
O -1.191 -1.966 -0.735 0.1 -0.4 1.1
O 3.406 -1.538 -2.055 -0.8 -1.3 2.8
O 3.935 1.200 -1.609 -0.4 1.0 2.4
C -3.475 -0.075 0.699 0.3 0.0 -0.4
C 3.324 0.315 5.187 1.3 0.9 1.4
C -4.585 0.206 -1.444 -0.6 -0.8 0.4
C -4.697 -0.536 -0.107 -0.5 0.1 0.5
C 2.836 -0.725 4.245 -0.6 -1.4 -0.1
C 3.510 -3.180 0.207 -1.2 1.1 -2.8
C 1.342 -0.754 4.594 0.3 -0.1 -0.7
C 0.035 -0.643 -5.246 1.9 0.5 1.0
C -0.308 4.269 0.390 0.4 -1.1 -1.0
C -2.662 -3.452 -1.803 0.0 -0.6 -1.6
C -0.739 4.431 -1.085 -0.8 0.9 1.2
C -2.561 -3.843 -0.376 0.6 0.2 1.4
C 4.047 1.815 1.104 -2.4 1.4 -2.4
C -0.577 3.043 -1.734 1.6 2.2 0.9
C -1.620 -2.346 -2.039 -0.6 0.0 0.0
C -0.964 2.908 0.627 0.3 0.2 -0.4
C -3.259 0.880 -1.358 0.9 1.2 -0.8
C 2.160 1.261 5.447 0.6 -0.7 -1.1
C -1.257 -3.144 0.111 -0.7 0.0 0.0
H 2.962 -0.555 3.176 0.1 0.4 0.1
H -3.678 -3.191 -2.100 0.0 0.2 0.0
H 4.167 0.919 4.853 0.2 -0.3 -0.2
H -2.053 2.934 0.585 -0.2 0.3 0.5
H 2.034 1.537 6.494 -0.1 0.1 0.0
H 3.622 -0.122 6.140 0.1 -0.3 0.0
H 0.447 3.043 -2.108 -0.2 -0.6 -0.3
H -2.723 0.766 -2.300 0.4 0.2 0.2
H 0.745 -0.997 3.716 -0.1 -0.2 0.1
H -3.396 1.943 -1.162 0.1 0.3 -0.1
H -4.797 -1.610 -0.267 0.6 -0.1 0.1
H -3.113 -0.833 1.394 0.5 0.0 -0.4
H -0.792 -2.731 -2.633 0.2 0.3 0.1
H 2.440 2.108 4.820 -1.0 0.6 0.1
H -0.354 -3.745 0.008 0.0 -0.1 -0.5
H -0.605 2.427 1.537 0.0 -0.4 -0.4
H -2.414 -4.357 -2.358 0.1 0.3 -0.6
H -1.790 4.683 -0.947 -0.4 0.0 -0.6
H -1.300 2.910 -2.539 0.0 -0.8 0.4
H 1.066 -1.383 5.441 0.2 -0.5 0.0
H 0.770 4.119 0.446 0.1 0.0 0.0
H -4.595 -0.527 -2.251 -0.2 0.2 -0.1
H -3.688 0.811 1.298 -0.3 0.1 0.0
H -5.389 0.933 -1.556 0.0 -0.1 -0.3
H -0.556 5.097 1.055 -0.5 -0.2 -0.1
H -5.609 -0.285 0.434 0.0 0.2 0.0
H -1.321 -2.889 1.169 0.0 0.6 -0.1
H -2.500 -4.923 -0.241 0.0 0.1 0.1
H -2.024 -1.414 -2.435 0.0 -0.4 -0.5
H -3.456 -3.483 0.131 0.3 0.0 0.6
H -0.299 5.312 -1.552 0.3 -0.5 -0.4
H 3.308 -1.682 4.466 0.0 -0.1 -0.1
```
Positions in Å, forces in eV/Å.

---

Record 2
C19H32N2O | wB97M-V/def2-TZVPD

Calculated values
F_max = 19.29 eV/A
Structure (SMILES) = CCCCCCOc1ccc(CN2CCN(CC)CC2)cc1
Gap between HOMO and LUMO = 0.321 Eh
Lowest unoccupied orbital energy = 0.81 eV
Energy above the lowest of the compared OMol25 structures with the same formula, charge and spin = 1845.9 kJ/mol
HOMO energy = -7.921 eV

Structure (XYZ):
```
54
Properties=species:S:1:pos:R:3:forces:R:3
O 3.758 -1.474 0.089 1.2 -1.1 -3.1
N -2.449 -1.292 0.072 -8.0 12.7 3.3
N -4.465 1.002 0.031 9.2 -8.0 -7.8
C 3.882 1.576 1.183 1.5 -2.0 -1.9
C 4.973 0.414 0.825 -5.4 1.8 12.2
C -4.019 -1.318 0.281 6.2 -5.9 -6.1
C 4.317 3.698 -0.973 0.4 -2.7 -4.8
C 3.044 1.933 -0.002 -1.3 -5.8 -0.6
C 4.489 -0.972 1.114 -2.0 2.0 3.4
C 2.479 -1.519 -0.196 -3.1 -1.9 2.0
C 3.712 2.351 -1.250 -12.2 14.1 5.0
C -5.176 1.919 0.385 -5.4 15.2 0.2
C 1.577 -1.280 0.893 6.0 1.0 3.6
C -2.912 1.342 -0.255 -4.6 -14.6 11.5
C -6.646 2.116 0.102 -0.7 -7.9 0.3
C -4.667 -0.225 0.653 1.2 6.5 6.6
C -2.335 -0.010 -0.732 3.4 1.5 -4.0
C -0.307 -1.824 -0.332 0.4 -4.7 -4.8
C -1.798 -2.300 -0.347 7.2 1.6 -0.2
C 1.996 -2.202 -1.387 -6.2 3.8 6.8
C 0.316 -1.597 0.833 -5.8 2.7 3.7
C 0.517 -2.156 -1.511 2.3 -0.8 1.5
H 4.368 2.452 1.523 1.0 1.0 0.2
H 2.263 2.422 0.379 -2.9 3.4 0.8
H 3.848 -1.006 2.222 2.2 0.0 -3.0
H 3.771 4.494 -0.735 -3.0 2.6 1.6
H -2.898 1.985 -0.849 0.7 10.3 -8.9
H 2.810 2.523 -2.058 2.0 -0.4 1.8
H -2.669 -0.116 -2.003 0.7 -0.2 3.6
H -4.410 -1.576 -0.689 -0.1 -0.7 -1.1
H 5.608 0.807 1.671 0.5 -1.5 -0.9
H 5.145 3.643 -0.445 3.8 -0.3 3.2
H -1.187 0.458 -0.848 -2.3 -2.2 0.2
H 0.227 -2.634 -2.479 -0.7 0.8 1.0
H -2.603 1.377 0.802 0.7 1.3 -0.4
H -4.143 -0.030 1.754 -2.0 -0.3 -0.9
H -1.984 -2.487 -1.256 -1.4 -2.0 -7.7
H -7.093 1.169 0.858 0.4 2.2 -2.3
H -2.017 -3.088 0.159 -0.7 -5.3 3.7
H -5.037 2.268 1.335 0.4 0.8 3.9
H -5.687 -0.275 0.572 -2.7 -1.2 1.1
H -4.043 -2.176 0.821 -1.2 -2.3 2.3
H 4.136 1.686 -1.570 9.4 -12.2 -6.3
H 2.674 -2.108 -2.056 4.0 -0.7 -5.3
H -4.796 3.014 -0.149 -0.3 -2.5 0.8
H 3.385 1.225 2.056 -1.1 -0.4 0.5
H 2.066 -0.999 2.092 -1.6 -0.7 -4.2
H -0.509 -1.229 1.761 2.6 -1.6 -2.5
H 4.690 3.989 -1.916 0.8 0.8 -1.5
H 5.363 -1.530 1.122 1.4 -1.8 0.6
H 5.363 0.622 0.034 4.6 1.6 -9.4
H 2.387 1.010 -0.322 1.4 0.9 0.7
H -6.839 1.770 -0.949 -0.2 0.5 0.9
H -7.261 2.867 0.426 -0.5 2.6 0.7
```
Positions in Å, forces in eV/Å.